A structure of composition C22H24N4O3SSr at a distorted geometry, computed with ωB97M-V with the def2-TZVPD basis set.

E_HOMO ... -12.105 eV
Frontier orbital gap ... 5.66 eV
DFT total energy ... -46965.588 eV
Net charge ... +2

The geometry in XYZ format:
```
55
Properties=species:S:1:pos:R:3:forces:R:3
C 7.148 2.962 -3.786 0.943 0.071 -1.096
C 7.447 2.619 -5.063 0.792 0.805 1.970
H 7.931 3.398 -3.164 -0.399 -0.046 -0.039
H 6.160 2.850 -3.376 0.424 -0.050 -0.191
C 6.481 1.978 -5.927 -2.176 -0.728 -0.596
C 5.199 1.714 -5.543 1.232 0.005 -0.629
H 4.820 1.884 -4.536 0.208 0.018 -0.509
H 4.525 1.265 -6.272 0.063 0.040 0.296
C 8.847 2.917 -5.564 0.050 -0.054 0.174
H 9.390 3.449 -4.774 -0.044 -0.135 -0.299
H 8.845 3.552 -6.459 -0.084 -0.186 0.173
H 9.410 2.004 -5.802 -0.205 0.194 -0.005
C 6.913 1.598 -7.326 -0.137 0.068 -0.050
H 7.808 0.960 -7.315 -0.232 0.166 0.026
H 7.148 2.484 -7.933 -0.008 -0.208 0.189
H 6.101 1.054 -7.818 0.249 0.082 -0.002
Sr 0.252 -0.525 -0.111 -0.410 -0.462 -0.009
O 1.738 0.793 -1.457 -0.024 1.496 -1.244
C 1.708 1.731 -2.304 -1.053 -1.839 1.120
O -1.023 0.978 -1.413 0.363 1.708 -1.588
C -0.776 1.870 -2.250 -0.595 -1.147 0.884
O -1.731 2.577 -2.816 0.975 -0.059 0.072
N 0.476 2.251 -2.732 0.625 -0.327 0.574
C -1.131 3.550 -3.732 -1.419 0.305 -0.628
C 0.353 3.434 -3.591 0.779 0.151 0.162
H -1.510 4.531 -3.435 -0.001 -0.258 -0.175
H -1.453 3.302 -4.751 -0.176 0.065 0.428
H 0.760 4.323 -3.098 0.154 -0.285 -0.084
H 0.850 3.276 -4.552 -0.138 0.061 0.177
C 2.891 2.320 -2.865 0.954 0.512 -0.097
C 4.086 2.130 -2.259 -1.529 0.230 -0.115
H 2.748 2.972 -3.735 0.420 -0.066 0.636
H 4.178 1.372 -1.480 0.059 0.408 -0.049
H 4.911 2.785 -2.495 -0.090 -0.424 0.064
N -1.698 -2.271 3.645 0.278 -0.026 0.244
C -2.972 -2.219 3.087 0.363 0.245 -0.237
C -4.197 -2.640 3.564 -0.846 -0.108 -0.118
C -5.308 -2.418 2.735 0.506 -0.018 0.291
C -5.173 -1.774 1.485 0.661 0.207 -0.284
C -3.917 -1.353 1.013 -0.353 -0.262 0.360
C -2.811 -1.593 1.843 -0.082 -0.177 0.255
N -1.466 -1.297 1.668 1.590 -0.014 0.630
C -0.813 -1.706 2.784 -2.015 0.060 -0.857
C 0.615 -1.558 3.048 1.595 0.194 0.190
C 1.325 -1.976 4.156 -0.304 0.459 -0.739
S 3.003 -1.566 4.026 -1.026 0.207 -1.070
C 2.700 -0.872 2.455 -1.674 -0.551 0.822
N 1.414 -0.923 2.088 1.306 -0.309 0.794
H -1.480 -2.651 4.560 -0.093 0.122 -0.293
H -4.260 -3.115 4.543 -0.249 0.077 -0.293
H -6.305 -2.738 3.051 0.434 0.118 -0.031
H -6.071 -1.602 0.881 0.468 -0.080 0.236
H -3.765 -0.857 0.052 -0.291 -0.152 0.282
H 0.891 -2.471 5.017 0.400 0.055 -0.019
H 3.481 -0.428 1.837 -0.236 -0.157 0.295
```
Forces are in eV/Å.

An isolated molecule of C22H24N4O5 at a distorted geometry, computed with ωB97M-V with the def2-TZVPD basis set.

E_HOMO ... -7.922 eV
Frontier orbital gap ... 7.89 eV
DFT total energy ... -39383.295 eV
SMILES ... COCCCNC(=O)CNC(=O)c1nn(-c2ccc(OC)cc2)c(=O)c2ccccc12

The geometry in XYZ format:
```
55
Properties=species:S:1:pos:R:3:forces:R:3
C 0.861 1.053 2.788 9.499 2.534 -11.173
O 0.893 0.232 1.553 -1.137 4.956 0.846
C 1.346 -0.993 1.717 -4.742 -5.512 -0.058
C 2.761 -1.240 1.904 -3.447 -5.010 -2.027
C 3.134 -2.708 1.652 8.073 8.312 -8.609
N 3.138 -2.689 -0.074 -4.600 -5.146 6.916
C 2.142 -3.387 -0.674 0.766 0.251 2.942
O 1.521 -4.281 -0.055 0.465 1.721 -1.960
C 1.980 -2.799 -2.035 1.660 -9.795 -3.798
N 1.271 -1.614 -2.172 -2.071 -8.315 -2.319
C 2.059 -0.752 -1.888 3.765 15.630 3.836
O 3.281 -0.417 -1.727 -2.315 -3.413 -1.272
C 1.131 0.544 -1.529 -2.453 1.089 1.335
N -0.175 0.198 -1.132 15.170 -7.691 -7.258
N -0.969 0.904 -0.722 -9.516 11.567 6.262
C -2.277 0.482 -0.615 -2.966 -1.714 -1.608
C -3.119 0.875 0.355 -2.925 -3.884 -2.050
C -4.427 0.183 0.337 3.154 8.272 10.107
C -4.823 -0.567 -0.546 -4.616 -6.834 -5.717
O -6.077 -1.178 -0.344 4.276 -2.074 -7.805
C -6.990 -0.932 0.469 -4.159 1.741 9.143
C -4.039 -0.987 -1.679 1.392 1.821 -0.759
C -2.794 -0.368 -1.713 0.388 1.059 1.339
C -0.765 2.314 -0.280 4.248 0.851 -1.690
O -1.491 3.198 0.027 -3.796 -0.512 1.055
C 0.636 2.818 -0.429 1.293 -6.389 -5.592
C 0.994 4.063 -0.281 -3.777 5.399 5.502
C 2.227 4.573 -0.193 7.600 0.841 -3.899
C 3.286 3.710 -0.812 -3.942 -1.560 2.412
C 2.877 2.364 -1.052 6.380 0.415 -4.640
C 1.617 2.047 -1.309 -5.636 -4.732 4.563
H 0.482 0.643 3.450 -7.068 -7.446 11.074
H 1.913 1.181 3.088 -0.186 0.490 -0.084
H 0.429 1.919 2.567 -1.662 3.630 -1.066
H 0.690 -1.492 2.548 1.158 0.330 -0.794
H 0.904 -1.563 0.784 1.231 0.780 1.391
H 3.000 -1.221 2.822 1.766 1.389 7.124
H 3.135 -0.522 1.377 3.717 3.784 -3.424
H 4.289 -2.612 1.704 -2.047 -1.705 1.103
H 2.486 -3.315 1.965 -4.357 -5.570 2.666
H 3.770 -2.137 -0.445 3.307 3.495 -2.623
H 1.583 -3.792 -2.596 -0.259 2.572 0.633
H 3.097 -3.006 -2.491 -2.592 2.049 0.813
H 0.270 -1.627 -1.992 0.185 0.765 0.077
H -2.834 1.248 1.238 1.035 2.084 2.830
H -5.109 0.374 1.353 1.831 -0.520 -3.042
H -7.333 0.214 0.651 1.163 -2.138 -0.338
H -6.492 -1.428 1.560 -1.950 1.798 -1.694
H -8.012 -1.458 0.437 1.794 0.232 -0.999
H -4.355 -1.488 -2.620 -0.231 0.139 1.281
H -2.077 -0.288 -2.525 -0.522 -0.992 -0.435
H 0.203 4.690 0.317 1.179 -0.865 -1.505
H 2.673 5.642 -0.104 -1.952 -1.689 0.444
H 4.324 3.739 -0.994 1.066 1.511 0.411
H 3.757 1.656 -1.634 -2.635 2.001 2.132
```
Forces are in eV/Å.

An isolated molecule of C22H24N4O5S at a distorted geometry, computed with ωB97M-V with the def2-TZVPD basis set.

E_HOMO ... -8.385 eV
Frontier orbital gap ... 8.80 eV
DFT total energy ... -50236.971 eV
SMILES ... CCOC(=O)c1ccc(NC(=O)CSc2nnc(COc3ccccc3OC)n2C)cc1

The geometry in XYZ format:
```
56
Properties=species:S:1:pos:R:3:forces:R:3
C 4.480 -2.585 -8.487 -0.278 0.216 0.315
C 3.319 -1.697 -8.081 -0.072 0.050 -0.532
O 3.278 -1.633 -6.657 0.204 -0.153 0.214
C 2.322 -0.854 -6.129 -0.234 0.177 -0.204
O 1.531 -0.237 -6.804 0.095 -0.073 0.048
C 2.351 -0.839 -4.651 0.038 -0.030 0.234
C 3.266 -1.591 -3.919 -0.230 0.195 -0.196
C 3.264 -1.551 -2.539 0.110 -0.095 0.192
C 2.340 -0.750 -1.869 0.149 -0.175 -0.329
N 2.279 -0.649 -0.483 -0.191 0.301 -0.089
C 2.989 -1.328 0.448 -0.134 0.236 0.313
O 3.848 -2.154 0.239 0.222 -0.230 -0.005
C 2.605 -0.928 1.874 -0.232 -0.114 0.027
S 1.040 -1.687 2.425 0.222 -0.253 0.130
C -0.104 -0.561 1.769 -0.066 0.118 0.011
N 0.144 0.406 0.918 0.515 -0.470 0.354
N -1.012 1.042 0.675 -0.991 0.641 -0.218
C -1.949 0.461 1.367 0.047 -0.013 -0.001
C -3.386 0.854 1.392 -0.025 -0.027 -0.280
O -3.877 1.004 2.704 -0.087 0.168 0.319
C -3.323 1.975 3.504 -0.101 -0.126 0.158
C -2.477 2.980 3.073 -0.145 -0.162 -0.123
C -1.998 3.920 3.976 0.029 0.100 0.140
C -2.363 3.855 5.303 0.101 0.103 -0.102
C -3.201 2.843 5.750 -0.166 -0.216 0.048
C -3.682 1.893 4.865 -0.028 -0.153 -0.139
O -4.485 0.839 5.195 0.193 0.193 -0.375
C -4.937 0.738 6.523 -0.055 -0.019 0.248
N -1.426 -0.574 2.095 0.573 0.485 -0.476
C -2.093 -1.485 2.982 -0.300 -0.461 0.277
C 1.421 0.007 -2.602 0.063 -0.055 0.042
C 1.427 -0.040 -3.977 0.132 -0.113 -0.146
H 4.531 -2.649 -9.570 0.019 -0.018 -0.108
H 5.413 -2.174 -8.111 0.126 0.007 -0.010
H 4.350 -3.583 -8.077 0.027 -0.123 -0.008
H 3.433 -0.682 -8.479 -0.065 -0.168 0.050
H 2.365 -2.096 -8.446 0.135 0.111 0.043
H 3.981 -2.210 -4.438 0.061 -0.049 -0.015
H 3.971 -2.135 -1.973 0.000 -0.001 0.010
H 1.543 -0.022 -0.128 0.250 -0.173 0.043
H 2.498 0.150 1.980 0.078 0.012 0.037
H 3.359 -1.313 2.561 -0.043 0.052 -0.113
H -4.000 0.058 0.956 0.040 0.185 0.029
H -3.511 1.764 0.794 0.047 -0.139 0.032
H -2.177 3.042 2.040 0.014 -0.022 -0.102
H -1.340 4.700 3.626 0.061 0.073 -0.030
H -1.995 4.586 6.007 0.035 0.064 0.058
H -3.468 2.802 6.794 -0.058 -0.050 0.089
H -5.582 -0.139 6.547 0.035 0.069 0.053
H -4.107 0.595 7.223 -0.039 0.025 -0.024
H -5.514 1.620 6.819 0.035 -0.024 -0.009
H -2.381 -2.392 2.445 0.003 0.015 0.065
H -1.411 -1.756 3.788 -0.080 0.031 0.019
H -2.981 -1.007 3.392 0.108 -0.051 0.021
H 0.707 0.625 -2.076 -0.088 0.078 0.044
H 0.723 0.537 -4.557 -0.059 0.049 -0.030
```
Forces are in eV/Å.

A cluster of 2 separate species, C22H24N4O6 in total at a distorted geometry, computed with ωB97M-V with the def2-TZVPD basis set.

E_HOMO ... -8.756 eV
Frontier orbital gap ... 8.01 eV
DFT total energy ... -41450.951 eV
SMILES ... COC(=O)c1ccc(-c2nc3ccccc3c(=O)[nH]2)cc1.CNC(=O)[C@H](CO)NC(C)=O

The geometry in XYZ format:
```
56
Properties=species:S:1:pos:R:3:forces:R:3
C 1.569 -2.274 6.068 -0.098 -0.139 0.711
O 0.981 -1.782 4.859 -0.542 -0.573 -0.611
C -0.173 -2.394 4.482 -1.160 -1.192 1.559
O -0.878 -3.082 5.217 1.543 1.052 -0.541
C -0.567 -2.242 3.066 0.480 0.800 -1.446
C 0.211 -1.467 2.186 -0.106 -0.152 -0.118
C -0.094 -1.403 0.824 -0.421 -0.346 0.292
C -1.187 -2.113 0.293 0.327 0.164 0.788
C -1.474 -2.132 -1.156 -1.254 -1.286 -1.279
N -2.347 -2.994 -1.629 0.835 0.821 1.167
C -2.590 -3.095 -2.992 0.238 0.199 0.245
C -3.503 -4.047 -3.448 -0.408 -0.367 -0.719
C -3.750 -4.192 -4.818 0.336 0.297 0.784
C -3.076 -3.379 -5.736 0.448 0.489 0.285
C -2.161 -2.420 -5.284 -0.298 -0.314 -0.152
C -1.920 -2.280 -3.909 -0.421 -0.466 -0.003
C -0.980 -1.325 -3.354 0.970 1.543 -1.490
O -0.338 -0.525 -4.019 0.077 -0.020 -0.478
N -0.800 -1.270 -2.005 -0.748 -1.366 1.554
C -1.985 -2.856 1.183 0.178 0.051 0.224
C -1.683 -2.918 2.544 0.187 0.111 -0.147
H 0.936 -2.041 6.930 0.037 -0.091 -0.208
H 1.714 -3.359 6.021 -0.155 0.186 -0.088
H 2.545 -1.803 6.222 -0.311 0.118 -0.431
H 1.083 -0.929 2.553 -0.196 -0.103 0.016
H 0.564 -0.818 0.192 -0.017 -0.024 0.015
H -4.010 -4.676 -2.724 0.077 0.098 -0.043
H -4.460 -4.937 -5.166 0.109 0.107 0.071
H -3.263 -3.490 -6.801 0.054 0.047 0.167
H -1.636 -1.786 -5.995 -0.056 -0.082 0.240
H -0.028 -0.719 -1.668 -0.072 0.191 -0.182
H -2.840 -3.418 0.815 0.239 0.200 -0.090
H -2.309 -3.522 3.198 0.211 0.173 -0.042
C 1.612 6.506 1.315 0.165 -0.415 0.236
N 1.356 5.136 0.875 -0.517 0.136 -0.558
C 1.793 4.040 1.510 0.624 0.216 0.077
O 2.456 4.116 2.541 -0.180 -0.314 -0.154
C 1.434 2.660 0.915 -0.127 -0.047 -0.773
C 2.564 1.639 1.110 0.326 0.700 0.550
O 2.712 1.343 2.482 -0.039 -0.345 0.098
N 0.978 2.664 -0.492 -0.987 -0.204 1.543
C 1.687 3.101 -1.535 1.374 0.633 -1.420
C 1.043 2.970 -2.896 0.032 -0.086 0.107
O 2.801 3.588 -1.425 -0.020 -0.066 0.399
H 0.990 6.739 2.181 0.071 0.090 -0.007
H 1.391 7.207 0.510 -0.026 -0.219 0.025
H 2.661 6.611 1.600 -0.116 -0.019 -0.006
H 0.881 5.004 -0.002 0.074 0.011 0.075
H 0.592 2.302 1.506 -0.100 -0.036 0.044
H 2.325 0.719 0.577 -0.062 -0.012 0.053
H 3.499 2.043 0.718 -0.036 -0.019 -0.250
H 2.932 2.179 2.925 -0.110 -0.006 -0.125
H 0.058 2.301 -0.683 0.017 0.013 0.087
H 1.725 3.366 -3.648 -0.075 -0.032 0.179
H 0.112 3.533 -2.921 -0.171 -0.067 -0.107
H 0.847 1.921 -3.112 -0.197 -0.039 -0.124
```
Forces are in eV/Å.

- frontier orbital gap of number 3 (C22H24N4O5S)?
  8.80 eV

- The highest E_HOMO belongs to which entry?
  C22H24N4O5

- E_HOMO of number 2 (C22H24N4O5)?
  -7.922 eV